# 1
One molecule with the formula C4H6O2, computed with the ωB97M-V functional and the def2-TZVPD basis.

* SMILES: CC(C=O)C=O
* total charge: 0
* calculated total energy: -8338.4288 eV
* orbital gap: 10.15 eV
* F_max: 5.3 eV/Å
* ΔE to the lowest compared entry with this formula, charge and spin: 2.032 eV

Structure (XYZ):
```
12
Properties=species:S:1:pos:R:3:forces:R:3
C 0.8402 1.1529 -0.0131 -1.143 1.142 0.236
C -0.1672 0.0086 -0.3444 0.034 -1.034 -0.653
C -1.5231 -0.1122 0.3868 -1.973 -1.233 -1.688
C 0.5842 -1.3820 -0.0402 -2.610 0.659 -1.047
H 0.5868 2.1148 -0.5313 0.045 -0.984 -0.013
H 1.8728 0.8507 -0.3770 -1.228 0.412 1.196
H 0.6775 1.5037 1.0882 1.057 -1.159 -1.639
H -0.5228 -0.0779 -1.4566 1.023 0.253 1.811
H -1.6817 0.6229 1.3118 -0.120 -1.707 -1.542
H -0.0221 -2.3039 -0.1231 -0.359 0.238 -0.009
O -2.3693 -0.9235 -0.1122 2.977 3.344 2.768
O 1.7246 -1.4540 0.2109 2.296 0.070 0.581
```
Positions in Å, forces in eV/Å.

# 2
C33H44BrClNO6SeW as an isolated structure, computed with the ωB97M-V functional and the def2-TZVPD basis.

* total charge: +1
* calculated total energy: -198430.2091 eV
* expectation value of S²: 2.044
* orbital gap (alpha / beta): 5.09 / 4.35 eV
* spin multiplicity: 3
* F_max: 4.6 eV/Å
* ΔE to the lowest compared entry with this formula, charge and spin: 5.115 eV

Structure (XYZ):
```
88
Properties=species:S:1:pos:R:3:forces:R:3
W 0.3118 -1.3143 0.4510 -4.432 -1.245 0.484
C -4.2498 -2.1742 -5.0748 -0.009 0.048 0.161
C -2.8908 -1.6478 -4.5747 0.269 0.222 -0.195
C -1.7832 -1.9401 -5.5948 0.556 -0.986 0.344
C -2.9490 -0.1035 -4.5534 0.808 -0.294 0.929
C -2.4973 -2.1269 -3.1581 0.107 0.241 -0.031
C -1.2060 -1.8200 -2.6779 0.522 0.386 -0.083
C -0.9094 -1.8862 -1.3228 -0.776 -0.147 0.626
Se -0.5478 1.1520 -0.9272 1.120 -1.348 1.203
C 0.5672 2.0007 0.3357 0.385 -0.164 -1.336
C 1.4208 3.0494 -0.0328 -0.197 0.399 0.666
C 2.1915 3.6688 0.9459 0.230 -0.093 -0.767
C 2.1159 3.1830 2.2728 -1.255 -0.428 0.094
C 1.2328 2.1684 2.7092 1.108 1.521 -0.069
C 0.6031 1.4453 1.6506 0.004 -0.019 0.909
O 0.1175 0.2241 1.8157 0.993 -1.270 -1.148
C 1.1295 2.0469 4.2528 -0.189 -0.359 0.237
C 0.4795 0.7256 4.6709 0.713 -0.203 0.414
C 0.3076 3.2225 4.8563 0.109 0.370 -0.617
C 2.5335 2.1400 4.8954 0.221 -0.242 -0.509
C 3.0572 4.8662 0.5395 -0.005 0.485 -0.760
C 3.4504 5.8125 1.6658 0.164 -0.597 0.624
C 2.2759 5.7368 -0.4604 -0.464 0.609 0.049
C 4.3389 4.4811 -0.2202 0.196 -0.385 0.375
C -1.9513 -2.3104 -0.4571 -0.569 -0.239 -1.493
O -1.6346 -2.1141 0.8188 4.015 1.300 0.770
C -3.1941 -2.8246 -0.8917 -0.539 -0.224 -0.229
C -3.4290 -2.6824 -2.2741 -0.092 0.179 0.318
C -4.2638 -3.4386 0.0870 0.520 0.038 0.237
C -4.6806 -2.3334 1.0950 0.566 0.184 0.164
C -3.5927 -4.6102 0.8705 0.191 0.342 -0.215
C -5.5758 -3.9821 -0.5550 0.650 0.616 0.091
H -4.4125 -1.8009 -6.0942 -0.039 -0.072 0.265
H -5.0932 -1.8464 -4.4484 0.307 0.163 -0.172
H -4.3204 -3.2598 -5.1029 0.253 -0.156 -0.061
H -2.1008 -1.6991 -6.5990 -0.102 0.219 -0.251
H -1.4965 -2.9950 -5.5886 -0.162 -0.093 -0.073
H -0.8487 -1.3993 -5.3780 -0.438 0.050 -0.127
H -3.2434 0.2855 -5.5229 -0.107 0.116 -0.034
H -1.9256 0.2518 -4.2996 -0.644 0.072 -0.261
H -3.6028 0.2288 -3.7545 -0.342 0.283 -0.053
H -0.4590 -1.4633 -3.3849 -0.140 0.035 0.153
H 1.4332 3.4432 -1.0483 -0.189 -0.476 0.318
H 2.7172 3.6722 3.0266 -0.046 0.027 -0.065
H -0.5287 0.5941 4.3183 -0.474 0.152 -0.071
H 0.5168 0.6223 5.7651 -0.226 0.164 -0.291
H 1.0518 -0.1082 4.2789 0.145 -0.250 -0.125
H -0.6656 3.3422 4.3634 0.195 -0.022 0.089
H 0.8684 4.1748 4.7858 -0.319 -0.392 -0.211
H 0.1272 3.0741 5.9220 0.062 -0.276 -0.046
H 3.2888 1.5813 4.3383 -0.041 0.027 -0.165
H 2.5340 1.6973 5.8754 -0.240 -0.068 0.555
H 2.8826 3.1677 5.0037 -0.029 -0.045 -0.035
H 2.5712 6.1666 2.2127 0.118 0.188 -0.144
H 3.9886 6.6355 1.1870 -0.152 0.068 0.426
H 4.1170 5.3349 2.4028 -0.069 0.185 -0.267
H 1.4115 6.2034 0.0309 0.096 -0.100 -0.105
H 1.8970 5.1622 -1.3003 0.133 0.211 -0.177
H 2.9022 6.5602 -0.8563 -0.213 -0.517 0.243
H 5.0075 3.8525 0.3685 0.008 -0.039 0.134
H 4.8736 5.4094 -0.4446 -0.026 -0.221 -0.118
H 4.1304 3.9499 -1.1470 -0.100 0.034 -0.113
H -4.4173 -2.9325 -2.6660 0.330 -0.059 0.220
H -3.8263 -1.9901 1.7041 -0.326 -0.237 -0.259
H -5.4584 -2.6665 1.7799 -0.007 -0.294 0.007
H -5.0803 -1.4524 0.5949 -0.011 0.015 -0.251
H -2.7091 -4.2693 1.4273 -0.279 -0.056 -0.135
H -3.2796 -5.4454 0.2330 -0.066 0.289 -0.156
H -4.3040 -5.0252 1.5768 -0.153 0.036 0.223
H -6.1677 -3.1682 -0.9960 0.151 -0.244 -0.049
H -6.1631 -4.4022 0.2618 -0.038 0.018 -0.020
H -5.4192 -4.7814 -1.2784 0.125 0.090 -0.127
O 2.2242 -4.5235 2.1286 -1.538 1.077 -0.205
Cl 0.9270 -4.0628 1.7064 0.857 -0.508 -2.084
O -0.0492 -5.1318 1.8045 1.038 2.674 0.121
O 0.5772 -2.6850 2.3292 0.189 -1.365 -0.877
O 1.0409 -3.5857 0.1666 -0.867 0.997 2.321
Br 3.4077 -1.0167 2.1693 -0.581 0.089 0.281
C 3.6030 -1.1504 0.3163 0.149 -0.074 -0.160
C 4.8444 -1.5094 -0.1176 1.001 -0.495 -1.135
C 4.9780 -1.6821 -1.5032 -0.927 0.934 0.615
C 3.9392 -1.1707 -2.3257 1.850 -0.616 -1.382
C 2.7664 -0.7053 -1.8192 0.345 -0.807 0.548
N 2.6093 -0.8971 -0.5148 -3.235 0.833 2.684
H 5.6368 -1.6589 0.6157 -0.134 -0.212 -0.462
H 5.8795 -2.1205 -1.9086 -0.047 0.176 -0.188
H 4.1053 -1.1612 -3.4004 -0.063 0.030 0.167
H 1.9361 -0.2578 -2.3525 0.094 -0.257 -0.163
```
Positions in Å, forces in eV/Å.